Entry 1:
{
  "formula": "C2H15NO4",
  "method": "ωB97M-V/def2-TZVPD",
  "orbital_gap_ev": [2.472, 9.467],
  "total_charge": -1,
  "spin_multiplicity": 2,
  "de_lowest_ev": 0.038,
  "homo_ev": [0.87, -6.26],
  "s_squared": 0.75,
  "symbols": ["C", "C", "N", "H", "H", "H", "H", "H", "H", "H", "H", "H", "O", "H", "H", "O", "H", "H", "O", "H", "H", "O"],
  "positions_angstrom": [[-2.0653, 0.6956, -0.3091], [-0.8819, 1.3837, 0.3806], [0.3092, 0.6119, -0.0437], [-2.2686, -0.2534, 0.2264], [-2.9912, 1.2229, 0.0012], [-1.8901, 0.6124, -1.3716], [-0.7036, 2.4591, 0.1154], [-1.0518, 1.4688, 1.4701], [1.1531, 1.1820, 0.0952], [0.4518, -0.1336, 0.6429], [2.5833, 2.9442, -0.7929], [1.8015, 4.0658, -0.1933], [2.7115, 3.7251, -0.2203], [-0.0153, -2.6791, -0.7708], [-0.3560, -4.1317, -0.4165], [-0.0712, -3.3074, -0.0181], [0.0078, -2.5176, 1.6185], [0.3660, -2.0029, 3.0137], [-0.0874, -1.7493, 2.2079], [1.6753, -1.3322, -2.2389], [0.5766, -0.7661, -1.3771], [0.7465, -1.4983, -2.0195]],
  "forces_ev_per_a": [[-0.8540, 0.6888, 2.2239], [0.3081, 0.3396, -0.5525], [0.5140, 0.0535, 1.2240], [0.6479, -0.0564, -0.7872], [0.1937, 0.2519, -0.8614], [-0.2985, -0.1586, -0.1432], [-0.3987, -0.8840, -0.4068], [0.1944, -0.5491, -0.2469], [-0.1437, 0.0463, -0.3334], [-0.2030, -0.0609, -0.0179], [0.2378, -0.0637, 0.0015], [0.0121, 0.1272, 0.1123], [-0.1399, -0.0076, -0.1205], [0.4354, -0.1129, 0.1487], [-0.0430, -0.1288, 0.0285], [-0.1787, 0.0082, -0.3036], [-0.1388, 0.1439, -0.2309], [0.1080, 0.0888, 0.1561], [-0.0120, -0.0725, 0.1258], [-0.1083, -0.1999, -0.0642], [-0.2407, 0.2742, -0.2633], [0.1080, 0.2721, 0.3109]]
}

***

Entry 2:
{
  "formula": "C2H15NO4",
  "method": "ωB97M-V/def2-TZVPD",
  "orbital_gap_ev": 9.541,
  "smiles": "CCN.O.O.O.O",
  "de_lowest_ev": 2.806,
  "homo_ev": -9.04,
  "symbols": ["C", "C", "N", "H", "H", "H", "H", "H", "H", "H", "H", "H", "O", "H", "H", "O", "H", "H", "O", "H", "H", "O"],
  "positions_angstrom": [[-0.7693, -2.2918, 2.5671], [-0.2941, -0.8486, 2.1247], [0.1823, -0.6901, 0.7332], [-1.5138, -2.9636, 1.8382], [-1.2490, -2.1192, 3.5687], [0.1609, -2.7736, 3.0558], [0.4204, -0.5396, 2.9407], [-1.1267, -0.1897, 2.4396], [1.0340, -0.1930, 0.8953], [-0.6395, -0.2184, 0.1626], [-3.6730, 0.9543, 1.7971], [-4.2919, -0.0661, 1.1268], [-3.7979, 0.0490, 1.9497], [1.0682, 2.9995, -4.5666], [2.2168, 2.1200, -4.2292], [1.8657, 3.0366, -4.0225], [0.5901, -2.8443, -1.1899], [0.6506, -2.8251, -2.6701], [0.3409, -2.2706, -1.9040], [2.0587, 1.9863, -1.2272], [3.2038, 2.3202, -0.3640], [2.3656, 2.6882, -0.6308]],
  "forces_ev_per_a": [[0.2376, -0.5590, 0.9448], [-1.4709, -0.7297, 1.6004], [-2.7847, 0.0984, 0.6110], [2.4243, 1.8867, 1.9598], [-0.5490, -0.0902, -1.0892], [-1.2252, -0.3408, -1.8518], [0.1325, -0.4273, -1.2682], [0.0483, -0.0473, -0.9691], [0.2007, 0.9968, -1.2523], [3.0312, -0.8574, 1.4031], [0.9074, 2.5180, 0.5982], [-0.2070, -1.1090, 0.1066], [-0.7030, -1.3981, -0.7190], [-0.1054, 0.4518, 0.1465], [-0.2159, 1.6222, 0.5730], [0.3125, -2.1254, -0.7475], [0.0337, -0.0468, 1.1074], [-0.5880, 1.0285, 0.7961], [0.5276, -0.8858, -1.9875], [-0.2723, 0.5137, 0.0258], [0.5896, 0.1171, 0.3938], [-0.3239, -0.6165, -0.3819]]
}

***

Entry 3:
{
  "formula": "C2H15NO5",
  "method": "ωB97M-V/def2-TZVPD",
  "orbital_gap_ev": 8.485,
  "smiles": "C=CN.O.O.O.O.O",
  "de_lowest_ev": 2.499,
  "homo_ev": -8.00,
  "symbols": ["C", "C", "N", "H", "H", "H", "H", "H", "H", "H", "O", "H", "H", "O", "H", "H", "O", "H", "H", "O", "H", "H", "O"],
  "positions_angstrom": [[-1.0216, -4.1937, -0.6372], [0.2854, -3.8270, -0.8178], [0.6309, -2.9094, -1.7416], [-1.8320, -4.0691, -1.4417], [-1.2580, -4.8576, 0.1360], [1.1869, -4.1395, -0.2972], [0.1080, -2.5531, -2.4536], [1.6328, -2.8959, -1.9729], [-3.2542, 3.3987, 1.6546], [-4.5614, 3.1049, 2.2441], [-3.7615, 2.7353, 1.9541], [-2.0683, -2.3672, 2.4122], [-0.9003, -1.6487, 1.6742], [-1.2547, -1.7383, 2.4825], [1.3520, 2.8581, 0.3250], [1.4849, 1.8563, -0.7607], [1.1036, 2.7851, -0.5668], [4.3141, 5.9565, -0.7003], [3.4707, 5.5124, -1.8129], [4.2869, 5.9393, -1.6517], [0.3949, 0.1626, 1.3656], [-0.6060, 0.6774, 0.2191], [0.2670, 0.2129, 0.3870]],
  "forces_ev_per_a": [[0.8039, 0.1816, -1.7100], [-2.5566, -0.1352, -0.2270], [4.3898, -0.0842, 0.5708], [1.4809, 0.3465, 1.3862], [-0.3253, -0.8971, 0.9760], [-0.6779, -0.2880, 0.6623], [-2.2054, 0.7397, -1.8067], [-0.9283, 0.1601, 0.1805], [2.8095, 3.7320, -1.6716], [-1.6217, 0.7596, 0.5871], [-1.1720, -4.4859, 1.0662], [2.4535, 1.8165, -0.0770], [1.7728, 0.1814, -4.8755], [-4.1723, -2.0346, 4.8188], [0.3541, 0.4507, 2.0148], [-1.1792, 2.0950, 0.2397], [0.7789, -2.3577, -2.2942], [0.2788, 0.1466, 0.5783], [-1.3931, -0.7532, -0.5801], [1.0921, 0.5792, 0.0040], [-0.4649, 0.2237, -1.1562], [1.6065, -0.7594, 0.6075], [-1.1240, 0.3827, 0.7060]]
}

***

| no. | maximum force (eV Å⁻¹) |
| --- | --- |
| 1 | 2.5 |
| 2 | 3.6 |
| 3 | 6.7 |